[1]
A 2-piece molecular cluster, CH3NO2S overall in a non-equilibrium geometry, computed with ωB97M-V/def2-TZVPD.

```
8
Properties=species:S:1:pos:R:3:forces:R:3:lowdin_charge:R:1
C -0.5521 0.6266 -0.4816 2.92 1.21 0.51 -0.0316
N -0.9885 0.6724 1.7941 -0.61 0.54 1.08 0.0683
O 2.0873 -1.3114 -0.3579 -0.07 -0.16 0.11 -0.6844
O -0.3639 0.1243 0.9094 -0.33 -0.53 -0.90 -0.3035
S 1.4670 -2.2996 0.5581 0.16 0.03 -0.10 0.7509
H -0.8285 1.6752 -0.4649 0.47 0.15 0.32 0.0868
H -1.2478 0.1565 -1.0574 -2.31 -2.02 -0.83 0.0468
H 0.4264 0.3561 -0.8998 -0.23 0.77 -0.19 0.0669
```
Positions in Å, forces in eV/Å.

Multiplicity ... 1
Charge ... 0
DFT total energy ... -643.080880 Eh

[2]
A 2-piece molecular cluster, CH3NO2S2 overall in a non-equilibrium geometry, computed with ωB97M-V/def2-TZVPD.

```
9
Properties=species:S:1:pos:R:3:forces:R:3:lowdin_charge:R:1
C -1.0590 -0.0703 0.2250 -2.22 0.12 1.04 -0.3461
N 2.6578 1.4160 -0.3895 -2.56 1.38 -0.22 -0.6809
O 1.4637 1.3848 -0.5780 2.05 -0.32 0.12 -0.0515
O -2.1260 -2.4770 0.1665 -0.15 -0.82 1.24 -0.5739
S 3.9730 0.6588 -0.2731 0.83 -0.93 0.01 0.7611
S -1.8197 -1.3718 -0.7407 0.70 0.78 -2.52 0.8216
H -0.6337 -0.5797 1.0444 0.95 -0.60 0.97 0.0217
H -0.4380 0.7495 -0.0989 -0.18 -0.31 -0.79 0.0087
H -2.0179 0.2898 0.6443 0.58 0.70 0.14 0.0394
```
Positions in Å, forces in eV/Å.

Multiplicity ... 1
Charge ... 0
DFT total energy ... -1041.342650 Eh

[3]
One molecule with the formula CH3NO2S2 in a non-equilibrium geometry, computed with ωB97M-V/def2-TZVPD.

```
9
Properties=species:S:1:pos:R:3:forces:R:3:lowdin_charge:R:1
C -0.4794 -0.2294 0.0332 -2.98 1.27 -0.63 -0.8256
N 0.6719 0.3204 -0.0038 1.21 -1.74 -0.65 -0.4559
O 0.9282 1.4916 -0.2626 1.05 1.62 0.50 -0.0894
O 1.7701 -0.6268 -0.0317 1.22 1.40 1.80 -0.0282
S -1.8968 1.1342 -0.1662 2.68 -2.28 0.67 0.6996
S -0.7160 -1.9545 -0.1071 2.15 0.02 0.44 0.8342
H -0.8104 1.9011 0.1667 -0.82 0.46 -0.27 -0.1306
H 2.5053 -0.2128 0.5874 -2.26 -0.86 -1.76 0.1774
H -1.9728 -1.8238 -0.2158 -2.26 0.12 -0.10 -0.1814
```
Positions in Å, forces in eV/Å.

Multiplicity ... 1
Charge ... 0
DFT total energy ... -1041.348773 Eh

What is the charge in the second record?
0